C51H123N8O14V | ωB97M-V/def2-TZVPD

The geometry in XYZ format:
```
197
Properties=species:S:1:pos:R:3:forces:R:3
O 31.29073 30.26582 -31.23156 -1.2172 3.0369 0.4523
V 30.77133 31.79544 -31.04637 2.3087 -2.5214 0.2326
O 31.01871 32.52203 -32.38876 -0.2019 0.0710 -0.1081
C 35.42157 33.40879 -29.57496 -0.9565 -0.2515 0.6338
C 34.43753 34.34612 -28.80932 -1.2627 -0.0525 -2.2764
C 34.38820 35.71438 -29.51313 0.0955 0.2945 0.4098
O 33.14885 33.80577 -28.69386 0.7808 -0.2143 0.1012
H 35.05138 33.25556 -30.58866 0.2481 0.2167 -0.1470
H 35.35959 32.44238 -29.07464 0.2933 -0.0834 0.0187
H 36.43362 33.80911 -29.51507 -0.0029 -0.0756 -0.2821
H 34.96874 34.51438 -27.87251 -0.4869 -0.2003 0.8666
H 34.26635 35.74216 -30.59594 0.2565 -0.6456 -0.1533
H 35.31878 36.21783 -29.25108 0.0271 0.4296 -0.2099
H 33.53948 36.30696 -29.17166 0.0868 0.0020 0.4859
C 39.17813 38.37705 -25.72375 1.1039 -0.6338 -0.4707
C 39.16536 39.51024 -24.72471 0.4685 0.5750 -0.8235
C 39.95056 40.79465 -25.21404 0.0966 -0.5167 0.5732
O 41.26385 40.41942 -25.55597 0.6203 -1.0463 -0.5171
C 42.02688 41.43721 -26.13224 0.2485 1.1014 0.2831
N 37.75429 39.84728 -24.54393 0.0350 0.5500 0.0033
H 38.59240 37.51436 -25.40628 -0.0479 0.0541 0.4763
H 40.19165 38.00882 -25.88274 0.0519 0.0120 -0.3154
H 38.72433 38.65476 -26.67509 0.2188 0.3068 -0.1806
H 39.67666 39.18408 -23.81901 -0.3182 0.0807 0.2693
H 40.04587 41.53638 -24.42105 -0.4362 0.0057 0.4602
H 39.50225 41.34048 -26.04421 -0.5147 -0.3356 -0.3681
H 41.59308 41.86270 -27.03716 -0.3371 -0.1166 -0.1849
H 43.06076 41.18857 -26.37175 -0.2234 -0.9536 0.0409
H 42.16139 42.26023 -25.43036 -0.2791 0.3568 0.2584
H 37.24987 38.97578 -24.46560 -0.0866 -0.3461 0.7822
H 37.52219 40.02212 -25.51122 -0.6189 0.9042 -0.3131
C 38.16662 38.09640 -33.38077 0.8902 0.9890 1.4090
C 38.14034 39.31258 -32.37837 -0.0610 -0.2474 -1.9248
C 39.18226 40.42240 -32.69195 1.1129 -1.5746 0.5546
O 40.53706 40.00834 -32.67269 1.1518 -0.9853 0.5199
C 40.96039 39.22351 -31.54068 -0.7843 0.1006 0.0158
N 36.88852 39.97353 -32.56391 -1.6180 1.1164 0.1432
H 39.06433 37.54977 -33.09197 0.0251 -0.3339 -0.6416
H 38.22509 38.49044 -34.39537 0.2279 -0.1009 -0.0348
H 37.30247 37.43499 -33.31840 -0.0566 0.2355 0.3276
H 38.16500 39.00156 -31.33398 0.4059 -0.2161 -0.0469
H 39.05527 41.21829 -31.95810 -0.1948 0.2578 0.2162
H 39.08206 40.83691 -33.69507 -0.4923 -0.1058 -0.0040
H 40.74945 38.15468 -31.57562 -0.3948 -0.2353 -0.7958
H 40.40949 39.51980 -30.64803 0.3300 0.5033 0.2907
H 42.03991 39.23601 -31.39039 -0.0772 0.7528 -0.1973
H 37.03841 40.93187 -32.28245 -0.4637 0.3913 0.6474
H 36.69305 40.13390 -33.54175 -0.0571 -0.5157 -0.4734
C 34.55071 43.74061 -28.25795 -0.8005 0.5918 0.3060
C 33.61663 42.52954 -28.09766 0.1271 0.9432 -0.4089
C 32.38495 42.63319 -28.98725 0.4235 0.6759 -0.1335
O 31.53498 43.65198 -28.50666 -1.5876 -0.1625 -1.4210
C 30.27102 43.65211 -29.27633 0.8423 0.8952 1.3590
N 34.40743 41.35916 -28.37537 -0.0707 -0.9465 0.1518
H 35.16595 43.87815 -27.36875 0.1767 -0.1543 -0.1720
H 33.97239 44.65551 -28.38676 -0.2014 0.0791 0.2077
H 35.16934 43.70213 -29.15456 0.1278 -0.4890 0.0433
H 33.20363 42.47507 -27.09040 0.3566 0.0320 0.2604
H 31.88787 41.66435 -29.03594 -0.2404 -0.1941 0.0251
H 32.68008 42.94688 -29.98855 0.2381 -0.3858 -0.4649
H 29.83839 44.63560 -29.09285 -0.3847 -0.2780 0.6998
H 29.68479 42.80799 -28.91315 -0.3075 0.2034 -0.1361
H 30.28041 43.68089 -30.36591 1.0499 -0.6637 -0.2162
H 34.52383 41.25759 -29.37349 0.2882 0.1302 -0.3148
H 33.88212 40.53716 -28.11366 0.0016 -0.3147 0.1962
C 36.76343 26.11622 -25.57701 -0.2223 0.5786 -0.3391
O 35.49370 26.23770 -26.29613 0.9490 -0.1359 0.8585
C 34.82998 27.49660 -26.11899 0.0321 -0.0488 0.1619
C 33.42999 27.52291 -26.78594 1.4956 0.8992 -0.1173
N 32.52758 26.62053 -26.17256 0.0567 -1.0822 1.2814
C 31.33999 26.34707 -26.92382 -1.2494 -0.0786 -0.0723
C 30.34922 25.31550 -26.28247 1.4185 0.1736 -0.1390
O 31.02174 24.05941 -26.23335 -0.6989 -1.3905 -0.0015
C 30.21627 22.83463 -26.50596 1.4289 1.9613 0.0613
H 37.48086 26.85862 -25.92664 0.0529 -0.0123 -0.5385
H 37.21057 25.12430 -25.64228 -0.4880 -0.0762 -0.8006
H 36.79911 26.27938 -24.49988 -1.1975 0.2657 0.3281
H 35.40588 28.34405 -26.49085 0.3420 -0.1046 -0.6600
H 34.80772 27.71923 -25.05220 -0.6443 -0.2006 0.3079
H 33.51889 27.34392 -27.85746 0.3926 -0.3004 -0.4445
H 33.11346 28.56547 -26.75481 -0.3285 0.1484 0.4013
H 33.06171 25.76422 -26.13340 -0.1091 -0.4797 0.4463
H 31.61324 26.02441 -27.92847 -0.2176 -0.3183 -0.4179
H 30.80926 27.29223 -27.03830 -0.2533 0.1329 -0.0298
H 29.41512 25.27308 -26.84261 0.0112 -0.0474 -0.3044
H 30.11336 25.62008 -25.26281 -0.0514 0.1572 0.1362
H 29.37374 22.73666 -25.82140 -0.1707 0.1886 -0.2115
H 30.88529 21.98769 -26.35358 0.0370 0.1840 -0.0086
H 29.97342 22.92006 -27.56512 -0.5903 -0.3961 0.0983
C 31.23697 31.83284 -22.99004 0.7282 0.1420 -0.7419
O 30.41925 32.97877 -23.25418 0.4182 -0.7540 1.3301
C 29.65687 32.80862 -24.39004 -1.4182 -3.1604 -0.6359
C 29.04477 34.04591 -24.88650 -0.0975 0.0931 0.8386
N 30.08729 35.03841 -24.76636 -1.6868 1.2136 -0.8204
C 29.47074 36.24565 -25.33102 2.4836 1.8845 0.4353
C 30.40931 37.50110 -25.15535 -0.6999 -0.5530 0.7986
O 30.49086 37.72104 -23.74443 0.2689 1.0189 0.7996
C 31.04784 38.96582 -23.24312 0.1296 -0.3780 -0.5386
H 31.62855 31.67729 -21.98477 -0.6223 0.9528 0.3853
H 32.12917 31.98400 -23.59768 0.1805 -0.4089 -0.2565
H 30.79294 30.86782 -23.23435 -0.4352 0.0999 -0.3300
H 28.80447 32.14901 -24.22757 -0.5528 -0.3987 0.9146
H 30.07760 32.14230 -25.14310 1.3924 0.6135 -0.5314
H 28.13931 34.17406 -24.29336 0.2030 0.9625 0.3689
H 28.67157 34.00031 -25.90960 -0.0309 -0.5427 -0.3958
H 30.65788 34.66740 -25.51261 1.2066 0.4512 0.0449
H 28.57867 36.54938 -24.78325 -0.2394 -0.5239 -0.2218
H 29.34138 36.08500 -26.40133 -0.6685 0.3265 -0.2385
H 29.92937 38.34577 -25.64957 -0.0286 0.2577 -0.1106
H 31.39734 37.35232 -25.59099 0.1765 -0.1300 -0.0413
H 31.01911 39.08287 -22.15980 -0.6376 -0.9582 0.1327
H 30.53721 39.86161 -23.59652 -0.1485 -0.0812 -0.5562
H 32.11895 39.06327 -23.42009 0.1290 -0.1348 -0.6615
C 32.13607 38.04047 -37.14795 0.0494 -0.8869 -0.5891
O 32.17871 39.41437 -37.12473 0.0583 0.3697 1.0976
C 32.47816 39.84927 -35.79042 -0.6920 1.6181 -1.7021
C 32.54041 41.34685 -35.99245 1.5322 -0.6354 1.5573
N 33.78725 41.70581 -36.64982 -0.0164 0.1453 0.2911
C 33.76701 43.08261 -37.02965 0.4615 1.4620 0.7238
C 33.88462 44.08437 -35.81756 -0.1274 -0.7558 -0.3316
O 34.97127 43.77198 -34.94993 -0.1296 -0.0850 -0.1996
C 35.21423 44.74111 -33.90142 -0.1906 -0.7448 -2.0745
H 32.02296 37.69652 -38.17605 -0.1946 0.0225 -0.0066
H 31.28928 37.71842 -36.54187 0.0711 -0.5966 0.1120
H 33.09703 37.66659 -36.79458 -0.0441 -0.5345 0.3104
H 33.40508 39.42998 -35.39910 0.3249 0.0749 -0.3098
H 31.73955 39.69321 -35.00416 -0.7337 -0.7506 -0.4318
H 32.54809 41.63385 -34.94094 0.3213 1.0869 0.0636
H 31.67417 41.82206 -36.45279 -0.3890 -0.4577 -0.2082
H 33.95456 41.17700 -37.49390 -0.3394 -0.4469 0.1286
H 32.81780 43.31487 -37.51251 -0.4401 0.3994 -0.1104
H 34.51339 43.28245 -37.79846 0.3590 -0.0006 0.2819
H 32.92821 44.07900 -35.29472 -0.1789 -0.4455 0.5417
H 33.88043 45.10743 -36.19363 0.7224 0.2761 -0.2764
H 34.34095 44.74553 -33.24914 0.2255 0.4267 0.3048
H 35.40032 45.65681 -34.46264 -0.2852 0.6441 0.6447
H 36.15596 44.47171 -33.42322 -0.3294 -0.2098 0.2255
C 45.51945 33.34774 -28.65506 -0.2391 0.2079 -0.3019
C 44.80049 33.53726 -27.28026 -0.1512 -0.5377 -0.5870
C 45.10084 32.30481 -26.38990 1.3055 -1.0261 0.6750
C 46.43980 32.27473 -25.60222 -0.0794 1.5845 0.1533
C 46.64588 33.64643 -24.92932 -0.4718 -0.0561 -0.3279
C 46.39699 34.92894 -25.81034 0.8335 -0.2571 0.4430
N 45.14321 34.80698 -26.56958 -0.5538 -1.2850 0.6336
O 44.86670 35.96805 -27.34352 0.5649 -0.5189 -0.2752
C 46.25594 36.10592 -24.82235 -0.5582 -0.2171 0.1650
C 47.67344 35.19367 -26.66140 -0.1838 -0.1797 -0.4191
C 43.25431 33.45370 -27.49380 0.1436 0.5466 -0.1732
H 46.59711 33.19537 -28.59555 0.0254 0.4209 0.2812
H 45.27438 34.15931 -29.34018 0.3552 0.4681 0.2872
H 45.20556 32.49406 -29.25573 -0.5536 -0.4559 0.5671
H 44.27476 32.05691 -25.72340 -0.0678 0.4811 0.1953
H 45.21354 31.40651 -26.99690 -0.5780 0.1555 -0.6240
H 47.28492 31.98228 -26.22540 -0.0119 0.2999 -0.3710
H 46.48574 31.56563 -24.77570 -0.5562 -0.3487 -0.1716
H 47.62942 33.69154 -24.46165 0.2300 0.2715 -0.2883
H 45.97638 33.65358 -24.06920 -0.4048 0.2634 -0.0544
H 45.34875 36.07455 -24.21893 -0.3430 -0.5636 -0.1749
H 47.03724 36.02642 -24.06647 0.4199 0.5031 -0.3370
H 46.16668 37.06954 -25.32394 0.6835 0.0091 -0.0286
H 47.60872 36.17207 -27.13748 0.0929 0.0606 0.0938
H 48.59281 35.11080 -26.08175 -0.1576 0.4005 0.4135
H 47.85883 34.47964 -27.46384 -0.4744 -0.1804 -0.0408
H 42.86088 34.06659 -28.30479 0.3661 0.1688 -0.2063
H 42.70728 33.78379 -26.61068 0.2276 -0.1018 0.2734
H 42.93609 32.43529 -27.71659 0.2303 -0.0999 0.0260
H 44.03321 36.29252 -26.99477 -0.1037 -0.0013 0.1758
C 37.81344 31.17127 -35.83852 -0.1890 -1.1617 -1.0899
C 38.27717 29.65815 -36.22151 0.8162 0.7596 1.0538
C 38.54429 28.85295 -34.94234 -0.9999 -1.0755 0.4798
C 37.31526 28.18194 -34.32080 -0.5974 -0.9335 -0.6630
C 36.60466 27.23346 -35.35048 -0.7617 2.6691 -0.2310
C 36.18234 28.13139 -36.60385 -1.0065 0.5237 0.8079
N 37.34697 28.87243 -37.08318 1.8217 -0.3649 1.5958
O 37.08522 29.60137 -38.22293 -0.5590 0.6144 -1.0038
C 35.76355 27.15347 -37.70372 0.3153 -0.0127 -0.1632
C 34.92880 29.12575 -36.30543 1.3366 -0.0031 -0.8077
C 39.70549 29.71944 -36.93571 -1.7089 0.5539 -0.2019
H 37.91359 31.80966 -36.71632 0.2256 -0.0232 -0.0822
H 38.36756 31.63205 -35.02077 0.2804 -0.3800 -0.0360
H 36.75522 31.25962 -35.59263 -0.0454 -0.4010 0.1923
H 39.18827 28.00991 -35.19269 0.4296 0.1330 -0.0766
H 38.99666 29.42624 -34.13315 0.3484 0.3219 -0.4342
H 36.60962 28.92723 -33.95377 -0.1888 0.0459 -0.1393
H 37.58774 27.59140 -33.44609 0.2566 0.0397 0.0690
H 35.64390 26.89353 -34.96382 0.0429 -0.1483 0.2703
H 37.16699 26.34604 -35.64093 0.3283 0.2840 -0.1171
H 36.64424 26.58780 -38.00786 0.1112 -0.1083 0.0176
H 35.03768 26.43176 -37.32909 -0.1525 0.1368 0.0006
H 35.37939 27.63156 -38.60481 -0.2172 0.1319 0.1399
H 34.88290 29.92566 -37.04444 0.2469 -0.5145 -1.0441
H 33.97026 28.61508 -36.39775 0.0489 -0.0147 0.6775
H 35.05627 29.84673 -35.49794 -0.1795 -1.0090 1.0687
H 39.95491 28.72513 -37.30619 -0.0345 0.0726 -0.0668
H 40.52681 30.08820 -36.32126 -0.3085 -0.0463 0.4172
H 39.59350 30.43485 -37.75042 0.2441 -0.2182 -0.3188
H 37.32749 28.99365 -38.92548 0.0921 0.1324 -0.3095
```
Forces are in eV/Å.

The energy above the lowest of the compared OMol25 structures with the same formula, charge and spin comes out at 0.0 kcal per mole. Its lowest unoccupied orbital energy is -3.70 eV. Its gap between HOMO and LUMO is 4.06 eV. The calculation puts the total energy at -121134.96974 eV.